Record 1
30 unconnected molecules or ions with the total composition C4H70O29SSi in a non-equilibrium geometry, computed with ωB97M-V with the def2-TZVPD basis set.

LUMO energy = -0.21 eV
Relative energy (zero: lowest compared OMol25 entry of this formula, charge and spin) = 227.6 kJ/mol
Total charge = 0
HOMO energy = -9.674 eV

Each line ends with the Mulliken charge.
Atoms and positions in Å:
C (-2.8405, 0.8775, 0.2509)  -0.133
Si (-2.2141, -0.5942, -0.8227)  0.196
C (-0.4361, -1.1164, -0.2632)  0.381
C (-0.2145, -1.1536, 1.3613)  -0.090
C (1.0674, -0.1462, 1.6860)  0.053
S (1.2536, 0.2477, 3.5148)  -0.335
H (-3.8228, 0.6749, 0.8540)  0.293
H (-3.0746, 1.7790, -0.4892)  -0.280
H (-1.9405, 1.2635, 0.9320)  0.120
H (-3.1479, -1.7443, -0.8584)  -0.193
H (-2.0691, -0.1231, -2.2239)  -0.115
H (-0.2669, -2.2175, -0.6868)  -0.289
H (0.3614, -0.4076, -0.7644)  -0.040
H (-1.1692, -0.9101, 1.9973)  0.253
H (0.1453, -2.2621, 1.6200)  0.027
H (2.0370, -0.7516, 1.3633)  0.210
H (0.8859, 0.8156, 1.0289)  -0.207
H (0.5287, 1.4687, 3.6915)  0.041
O (0.7282, 2.5562, -0.5793)  -0.381
H (1.1542, 2.9141, -1.3728)  0.194
H (0.9729, 3.1811, 0.1197)  0.184
O (0.6275, -4.0327, -0.1471)  -0.680
H (-0.2731, -4.3628, -0.0095)  0.340
H (1.1014, -4.3052, 0.6530)  0.287
O (-5.2873, 3.1996, -0.8492)  -0.634
H (-4.8669, 2.6083, -1.4917)  0.338
H (-4.6021, 3.3418, -0.1790)  0.352
O (-5.2350, -0.0729, 2.4829)  -0.721
H (-4.9489, 0.3054, 3.3280)  0.304
H (-6.1175, 0.3028, 2.3452)  0.315
O (-1.2914, 4.3577, 0.8860)  -0.615
H (-0.8711, 3.7663, 0.2435)  0.377
H (-0.6062, 4.4999, 1.5562)  0.289
O (-5.8838, -1.6540, 4.9351)  -0.627
H (-5.6941, -2.5945, 5.0714)  0.323
H (-5.7619, -1.5265, 3.9823)  0.403
O (-5.4436, -1.8706, -2.4545)  -0.612
H (-5.7301, -1.2055, -1.8105)  0.328
H (-5.9628, -2.6563, -2.2261)  0.300
O (4.6531, 0.1581, 2.3409)  -0.600
H (4.4844, -0.5298, 1.6796)  0.306
H (3.7767, 0.3512, 2.7064)  0.295
O (-7.8054, 0.5461, 6.6212)  -0.722
H (-7.3850, -0.0452, 5.9787)  0.333
H (-7.1201, 0.6884, 7.2914)  0.355
O (7.3728, 0.0536, 2.7333)  -0.625
H (7.6589, 0.4320, 3.5784)  0.301
H (6.4903, 0.4294, 2.5956)  0.356
O (3.1674, 2.2816, -1.8156)  -0.620
H (3.9907, 2.0709, -2.2814)  0.289
H (2.9156, 1.4454, -1.3957)  0.354
O (-1.0237, 2.4238, -2.9403)  -0.667
H (-0.6375, 2.2634, -2.0660)  0.355
H (-0.2767, 2.7376, -3.4719)  0.292
O (-6.2900, 2.6138, 5.2572)  -0.607
H (-6.5765, 3.2789, 5.9012)  0.276
H (-6.8092, 1.8282, 5.4857)  0.366
O (-1.9762, 1.5749, 4.8470)  -0.590
H (-1.5676, 2.4223, 4.6145)  0.385
H (-1.3548, 0.9142, 4.5062)  0.281
O (5.1942, 2.7010, -3.6995)  -0.620
H (5.6029, 3.5483, -3.9321)  0.257
H (5.8157, 2.0402, -4.0403)  0.290
O (5.9975, 5.1721, -5.7919)  -0.610
H (6.4235, 5.5301, -6.5854)  0.322
H (6.2422, 5.7971, -5.0930)  0.296
O (8.0505, 1.5919, -4.4126)  -0.602
H (8.4367, 1.4314, -3.5383)  0.311
H (8.7975, 1.9056, -4.9442)  0.298
O (2.0241, -4.6723, -2.9145)  -0.631
H (2.9155, -4.9369, -2.6415)  0.353
H (1.5602, -4.5158, -2.0784)  0.291
O (4.4532, -3.0230, -2.3680)  -0.549
H (4.7330, -3.0214, -3.2958)  0.293
H (5.2464, -2.7481, -1.8840)  0.241
O (-0.3245, -2.8766, 5.2497)  -0.614
H (0.0842, -2.0293, 5.0172)  0.312
H (0.2970, -3.5374, 4.9089)  0.302
O (1.8116, -1.6625, -2.7186)  -0.506
H (2.0014, -2.6030, -2.5822)  0.305
H (1.9336, -1.5350, -3.6714)  0.250
O (-5.6657, -2.7893, 0.7865)  -0.617
H (-5.2397, -2.4314, -0.0069)  0.225
H (-5.4210, -2.1644, 1.4855)  0.364
O (3.2119, -6.6474, -1.2133)  -0.646
H (3.0432, -7.3353, -1.8747)  0.334
H (2.3355, -6.4543, -0.8478)  0.298
O (5.1966, 6.6406, -7.8929)  -0.649
H (5.0279, 5.9527, -8.5543)  0.320
H (4.3202, 6.8337, -7.5274)  0.322
O (-5.4047, -4.9682, 3.3465)  -0.646
H (-5.4961, -4.3140, 2.6374)  0.293
H (-6.0205, -5.6730, 3.0953)  0.324
O (3.6611, 4.0396, -9.0061)  -0.630
H (3.1203, 3.5606, -9.6521)  0.314
H (4.1334, 3.3393, -8.5313)  0.319
O (6.5826, -0.8889, -1.3418)  -0.564
H (7.0086, -0.5309, -2.1352)  0.275
H (6.8273, -0.2639, -0.6428)  0.309
O (-2.5440, 4.3385, 5.4793)  -0.652
H (-3.3573, 3.8548, 5.2702)  0.322
H (-2.7212, 5.2392, 5.1689)  0.314
O (-5.6617, -7.1576, 1.6493)  -0.578
H (-5.4720, -8.0981, 1.7856)  0.292
H (-5.5398, -7.0300, 0.6964)  0.297

Forces on the atoms, in the same order (eV/Å):
-0.19 1.65 0.10
1.06 0.75 0.26
0.55 -0.92 0.18
1.18 -0.68 -0.31
-1.31 -0.71 -1.29
-0.62 1.09 -0.56
2.12 0.43 -0.90
0.57 -1.87 1.54
-2.14 -0.83 -1.19
0.01 -0.03 0.28
-0.14 -0.10 0.09
-0.12 2.78 0.82
-1.58 -1.51 0.90
1.91 -0.27 -1.20
-0.95 2.47 -0.24
-1.98 1.61 0.64
0.81 -1.91 1.48
0.97 -1.61 -0.67
-0.30 0.40 0.30
0.42 -0.13 0.14
0.20 -0.25 -0.27
0.10 -0.78 0.30
0.17 0.10 -0.08
-0.06 0.12 -0.24
0.30 -0.20 0.00
-0.15 0.26 0.18
-0.22 -0.01 -0.19
-0.47 -0.12 0.29
0.16 0.07 -0.15
0.23 0.01 -0.05
0.48 -0.12 0.17
-0.31 0.07 -0.04
-0.35 0.06 -0.14
-0.03 -0.16 -0.21
-0.08 0.19 0.03
-0.01 0.03 0.19
-0.26 -0.12 0.50
0.02 -0.09 -0.32
0.09 0.23 -0.18
-0.56 -0.23 -0.33
0.20 0.20 0.19
0.15 0.13 0.09
0.43 0.12 -0.13
-0.05 -0.36 0.22
-0.22 -0.18 -0.12
0.26 0.39 0.28
-0.03 -0.21 -0.36
-0.05 -0.24 0.10
-0.05 -0.58 0.31
-0.08 0.47 -0.27
-0.04 0.24 -0.09
0.38 0.16 0.01
-0.22 -0.04 -0.17
-0.31 -0.14 0.08
0.09 0.25 0.09
0.06 -0.28 -0.29
-0.14 0.26 0.16
0.46 -0.08 -0.36
-0.31 0.00 0.25
-0.32 0.03 0.16
0.39 -0.16 -0.06
-0.19 -0.27 -0.10
-0.03 0.30 -0.03
0.55 -0.08 0.66
-0.47 0.08 0.15
-0.10 -0.16 -0.30
0.39 -0.04 0.25
-0.11 0.12 -0.29
-0.33 -0.08 0.10
-0.10 0.13 0.06
-0.17 0.11 0.09
0.02 -0.10 -0.06
0.53 -0.16 -0.22
-0.17 0.02 0.33
-0.19 0.10 -0.04
0.41 -0.01 -0.26
-0.14 -0.15 0.04
-0.25 0.22 0.17
-0.14 0.19 -0.31
0.17 0.13 -0.20
-0.08 -0.09 0.41
0.08 0.21 0.04
0.10 -0.19 0.24
-0.01 0.08 -0.20
-0.24 -0.30 0.06
0.05 0.24 0.20
0.28 -0.07 -0.17
-0.24 0.13 -0.52
-0.16 0.14 0.12
0.36 -0.18 -0.06
-0.33 0.46 0.08
0.06 -0.30 0.03
0.38 0.15 -0.07
0.07 -0.43 -0.10
0.17 0.26 0.19
-0.16 0.27 -0.04
0.29 0.39 -0.13
-0.22 -0.19 0.23
-0.08 -0.27 -0.06
-0.28 0.27 -0.30
0.18 -0.04 0.11
0.10 -0.31 0.11
0.05 -0.62 -0.50
-0.09 0.33 0.03
-0.07 0.07 0.35

---

Record 2
2 unconnected molecules or ions with the total composition C4H4F3N in a non-equilibrium geometry, computed with ωB97M-V with the def2-TZVPD basis set.

LUMO energy (alpha / beta) = -0.77 / -0.55 eV
Relative energy (zero: lowest compared OMol25 entry of this formula, charge and spin) = 327.2 kJ/mol
Total charge = 0
HOMO energy (alpha / beta) = -7.808 / -8.889 eV

Each line ends with the Mulliken charge.
Atoms and positions in Å:
C (1.0365, 0.7532, -1.4217)  -0.660
C (0.3252, 1.2145, -0.3769)  -0.270
C (-0.9172, 0.7162, -0.1060)  0.420
C (0.0573, -1.3243, 1.1234)  0.436
N (-2.1171, 0.7673, 0.0131)  -0.456
F (1.0657, -1.7503, 0.4311)  -0.237
F (0.4685, -1.0355, 2.3897)  -0.253
F (-0.6875, -2.4286, 1.1208)  -0.253
H (2.0427, 0.8399, -1.6653)  0.325
H (0.5226, 0.3529, -2.2973)  0.238
H (0.7869, 1.8711, 0.2665)  0.356
H (-2.5837, 0.0236, 0.5227)  0.353

Forces on the atoms, in the same order (eV/Å):
-1.96 -0.14 -1.49
1.47 -0.85 -2.37
-0.97 -1.60 1.98
-1.02 1.01 -0.10
-0.26 0.16 -0.35
2.72 0.70 -1.23
-0.25 -0.22 -0.40
-1.97 -0.27 1.03
1.77 0.87 0.42
-0.24 -0.67 0.57
0.74 1.03 2.01
-0.03 -0.01 -0.08

---

Record 3
2 unconnected molecules or ions with the total composition C4H11NO in a non-equilibrium geometry, computed with ωB97M-V with the def2-TZVPD basis set.

LUMO energy = 0.83 eV
Relative energy (zero: lowest compared OMol25 entry of this formula, charge and spin) = 11.7 kJ/mol
Total charge = 0
HOMO energy = -9.771 eV

Each line ends with the Mulliken charge.
Atoms and positions in Å:
C (-1.3577, -0.9918, -1.5678)  -1.028
C (0.0875, -1.1588, -1.1257)  0.687
N (0.9514, -0.2531, -1.6435)  -0.395
O (0.4437, -2.0326, -0.3522)  -0.622
H (-1.3886, -0.7844, -2.6367)  0.348
H (-1.7911, -0.1656, -1.0022)  0.272
H (-1.9177, -1.9012, -1.3752)  0.300
H (1.9195, -0.4352, -1.4595)  0.237
H (0.5845, 0.6092, -1.9866)  0.206
C (0.3583, 1.5584, 1.5540)  -0.641
C (-0.3616, 2.1786, 2.7422)  -0.975
H (0.0311, 2.0312, 0.6285)  0.227
H (1.4326, 1.7253, 1.6416)  0.312
H (0.1851, 0.4853, 1.4772)  0.193
H (-0.0908, 1.6611, 3.6616)  0.290
H (-1.4445, 2.1052, 2.6427)  0.299
H (-0.1144, 3.2354, 2.8182)  0.289

Forces on the atoms, in the same order (eV/Å):
0.37 -0.01 0.01
-0.50 -0.62 0.64
-0.19 -0.48 -0.03
-0.04 0.14 -0.47
-0.13 0.18 0.03
-0.14 0.02 -0.12
0.06 0.00 0.17
0.22 0.52 0.12
0.35 0.27 -0.32
0.02 0.13 0.00
-0.11 -0.18 -0.08
0.01 -0.04 -0.12
0.03 -0.10 -0.06
0.00 -0.01 -0.01
0.06 0.17 0.11
-0.04 -0.03 -0.04
0.03 0.05 0.19

---

Calculated values (eV) of total energy for the records, taken in order: -83373.0614, -13850.7116, -7864.4326.